one:
An isolated molecule of C5H6N2O2. Source: the OMol25 dataset; level of theory: ωB97M-V/def2-TZVPD.

```
! RIJCOSX wB97M-V def2-TZVPD def2/J DEFGRID3
* xyz 0 1
C 1.71 -1.75 -1.03
C 0.40 -1.17 -1.30
O -0.59 -1.66 -1.76
N 0.36 0.26 -0.91
C -0.45 0.60 0.23
N -1.09 -0.08 1.01
C -1.72 0.82 1.88
C -1.37 2.03 1.40
O -0.62 1.93 0.34
H 1.95 -1.77 0.23
H 1.88 -2.64 -1.46
H 2.73 -1.03 -1.34
H 0.78 0.96 -1.65
H -2.44 0.34 2.68
H -1.54 3.16 1.70
*
```

E_LUMO: 0.660 eV
HOMO-LUMO gap: 9.162 eV
HOMO energy: -0.3124 Eh

---

two:
An isolated molecule of C5H6N2O2. Source: the OMol25 dataset; level of theory: ωB97M-V/def2-TZVPD.

```
! RIJCOSX wB97M-V def2-TZVPD def2/J DEFGRID3
* xyz 0 1
C -1.97 1.15 0.07
C -2.02 -0.36 -0.04
O -3.00 -1.02 -0.08
N -0.71 -1.02 -0.05
C 0.56 -0.49 0.02
N 0.91 0.76 -0.14
C 2.34 0.75 -0.07
C 2.67 -0.65 0.03
O 1.51 -1.34 0.01
H -1.40 1.41 -0.59
H -3.13 1.48 0.00
H -1.59 1.31 0.94
H -0.85 -2.17 -0.09
H 3.10 1.41 -0.17
H 3.58 -1.23 0.17
*
```

E_LUMO: 0.721 eV
HOMO-LUMO gap: 9.286 eV
HOMO energy: -0.3147 Eh

---

Stability summary: most stable two, least stable one.

---

one:
A cluster of 2 separate species, H6NO in total. Source: the OMol25 dataset; level of theory: ωB97M-V/def2-TZVPD.

```
! RIJCOSX wB97M-V def2-TZVPD def2/J DEFGRID3
* xyz 1 1
N -0.74 -0.45 -0.75
H -0.47 -0.66 -1.74
H 0.08 -0.69 -0.19
H -1.21 0.44 -0.49
H -1.37 -1.18 -0.40
H 1.90 0.56 1.71
H 0.85 1.41 0.69
O 0.96 0.56 1.19
*
```

E_LUMO: -4.363 eV
HOMO-LUMO gap: 12.035 eV
HOMO energy: -0.6026 Eh

---

two:
A cluster of 2 separate species, H6NO in total. Source: the OMol25 dataset; level of theory: ωB97M-V/def2-TZVPD.

```
! RIJCOSX wB97M-V def2-TZVPD def2/J DEFGRID3
* xyz 1 1
O -1.53 -0.27 2.47
H -1.37 -1.22 2.67
H -2.46 -0.11 2.75
N 1.07 0.32 -1.58
H 0.92 0.20 -2.60
H 1.49 1.25 -1.40
H 1.71 -0.42 -1.23
H 0.16 0.25 -1.08
*
```

E_LUMO: -4.635 eV
HOMO-LUMO gap: 9.866 eV
HOMO energy: -0.5329 Eh

---

Stability summary: most stable two, least stable one.

---

one:
A cluster of 2 separate species, C4H10S2 in total. Source: the OMol25 dataset; level of theory: ωB97M-V/def2-TZVPD.

```
! RIJCOSX wB97M-V def2-TZVPD def2/J DEFGRID3
* xyz 0 1
C 0.59 0.81 0.51
C 1.44 1.99 0.66
C -0.89 1.06 0.76
S -1.49 2.23 -0.50
S 0.20 -2.16 -0.30
C -0.79 -3.18 -1.47
H 0.66 0.44 -0.53
H 0.99 -0.08 1.16
H 2.52 1.96 0.74
H 0.85 2.78 0.00
H 1.32 2.45 1.66
H -1.41 0.07 0.68
H -1.24 1.56 1.73
H -0.86 -2.48 -2.23
H -0.13 -3.98 -1.78
H -1.76 -3.46 -1.07
*
```

E_LUMO: -4.294 eV
HOMO-LUMO gap: 3.445 eV
HOMO energy: -0.2844 Eh

---

two:
An isolated molecule of C4H10S2. Source: the OMol25 dataset; level of theory: ωB97M-V/def2-TZVPD.

```
! RIJCOSX wB97M-V def2-TZVPD def2/J DEFGRID3
* xyz 0 1
C -1.25 -0.49 -2.79
C -1.53 0.52 -1.65
S -1.49 -0.18 -0.01
S 0.54 -0.48 0.24
C 0.77 0.33 1.87
C 2.01 -0.20 2.58
H -1.90 -0.32 -3.64
H -0.21 -0.35 -3.10
H -1.35 -1.52 -2.44
H -0.79 1.33 -1.74
H -2.47 1.05 -1.80
H -0.13 0.03 2.41
H 0.82 1.40 1.72
H 1.75 -0.54 3.59
H 2.40 -1.08 2.07
H 2.82 0.51 2.69
*
```

E_LUMO: 0.782 eV
HOMO-LUMO gap: 8.986 eV
HOMO energy: -0.3015 Eh

---

three:
An isolated molecule of C4H10S2. Source: the OMol25 dataset; level of theory: ωB97M-V/def2-TZVPD.

```
! RIJCOSX wB97M-V def2-TZVPD def2/J DEFGRID3
* xyz 0 1
C 1.17 -0.02 -1.34
C -0.08 0.30 -0.73
S -0.04 2.04 0.09
C -0.50 -0.72 0.31
C 0.12 -0.78 1.63
S -2.35 -0.32 0.68
H 1.31 -1.20 -1.36
H 1.45 0.43 -2.38
H 1.99 0.21 -0.63
H -0.94 0.48 -1.48
H -0.57 2.80 -0.94
H -0.63 -1.73 -0.22
H -0.19 -1.69 2.19
H 0.02 0.11 2.16
H 1.14 -1.09 1.52
H -1.92 1.18 0.50
*
```

E_LUMO: 0.560 eV
HOMO-LUMO gap: 9.171 eV
HOMO energy: -0.3164 Eh

---

four:
An isolated molecule of C4H10S2. Source: the OMol25 dataset; level of theory: ωB97M-V/def2-TZVPD.

```
! RIJCOSX wB97M-V def2-TZVPD def2/J DEFGRID3
* xyz 0 1
C -2.67 -0.57 -1.47
C -1.29 -0.43 -0.88
S -1.29 -1.09 0.79
S 0.74 -1.17 1.16
C 1.25 0.54 1.03
C 2.77 0.76 1.12
H -3.48 -0.39 -0.77
H -2.78 -0.06 -2.44
H -2.83 -1.62 -1.75
H -0.68 -1.19 -1.38
H -0.93 0.58 -0.95
H 0.84 0.98 1.94
H 0.94 1.28 0.29
H 2.97 1.83 1.16
H 3.23 0.20 1.93
H 3.23 0.35 0.21
*
```

E_LUMO: 0.805 eV
HOMO-LUMO gap: 9.108 eV
HOMO energy: -0.3052 Eh

---

Stability summary: most stable two, least stable one.